(1)
A 7-piece molecular cluster, C32H49N3O23 overall. Source: the OMol25 dataset; level of theory: ωB97M-V/def2-TZVPD.

Last columns: bonded neighbours and bond lengths (Å).
Element x y z (Å)
1 C -0.915 0.081 1.319  C2 1.429, H23 1.137, H24 1.137
2 C -0.742 1.083 0.316  C1 1.429, C3 1.597, H25 1.136
3 C -0.119 2.473 0.796  C2 1.597, C4 1.616, H26 1.158, H27 1.155
4 C 1.476 2.605 0.574  C3 1.616, C5 1.622, O13 1.478, C17 1.602
5 C 2.013 2.781 2.095  C4 1.622, C6 1.606, H28 1.160, H29 1.156
6 C 2.088 1.398 2.910  C5 1.606, C7 1.608, H30 1.156, H31 1.140
7 C 3.406 1.234 3.816  C6 1.608, C8 1.597, H32 1.156, H33 1.159
8 C 4.660 0.631 3.031  C7 1.597, O9 1.475, H34 1.155, H35 1.159
9 O 4.373 -0.676 2.409  C8 1.475, C10 1.441
10 C 5.578 -1.467 2.386  O9 1.441, C11 1.606, O12 1.260
11 C 6.604 -1.205 1.179  C10 1.606, H36 1.145, H37 1.140, H38 1.147
12 O 5.799 -2.335 3.273  C10 1.260
13 O 2.183 1.465 -0.045  C4 1.478, C14 1.451
14 C 3.503 2.031 -0.244  O13 1.451, O15 1.250, O16 1.453
15 O 4.605 1.440 -0.250  C14 1.250
16 O 3.450 3.459 -0.509  C14 1.453, C17 1.447
17 C 2.032 3.732 -0.420  C4 1.602, O16 1.447, C18 1.602, H39 1.155
18 C 1.209 4.125 -1.737  C17 1.602, C19 1.610, H40 1.145, H41 1.157
19 C 1.219 3.015 -2.904  C18 1.610, N20 1.489, N21 1.519, N22 1.513
20 N 2.566 2.468 -3.225  C19 1.489, H42 1.040, H43 1.038
21 N 0.745 3.711 -4.169  C19 1.519, H44 1.029, H45 1.029
22 N 0.191 1.929 -2.669  C19 1.513, H46 1.029, H47 1.029
23 H -1.043 0.341 2.418  C1 1.137
24 H -0.979 -1.001 0.974  C1 1.137
25 H -1.101 0.827 -0.731  C2 1.136
26 H -0.639 3.353 0.251  C3 1.158
27 H -0.430 2.597 1.902  C3 1.155
28 H 3.062 3.272 2.133  C5 1.160
29 H 1.343 3.489 2.718  C5 1.156
30 H 1.193 1.385 3.641  C6 1.156
31 H 2.000 0.457 2.273  C6 1.140
32 H 3.147 0.631 4.768  C7 1.156
33 H 3.741 2.270 4.213  C7 1.159
34 H 5.102 1.345 2.238  C8 1.155
35 H 5.525 0.435 3.775  C8 1.159
36 H 6.912 -2.223 0.752  C11 1.145
37 H 7.513 -0.630 1.555  C11 1.140
38 H 6.093 -0.582 0.363  C11 1.147
39 H 1.970 4.699 0.209  C17 1.155
40 H 0.111 4.347 -1.494  C18 1.145
41 H 1.630 5.107 -2.181  C18 1.157
42 H 2.556 2.273 -4.247  N20 1.040
43 H 2.622 1.525 -2.794  N20 1.038
44 H 1.425 4.456 -4.373  N21 1.029
45 H -0.195 4.075 -3.965  N21 1.029
46 H 0.603 1.220 -2.047  N22 1.029
47 H -0.629 2.391 -2.252  N22 1.029
48 O -3.542 1.281 2.046  C49 1.203
49 C -4.226 0.370 2.430  O48 1.203, O50 1.359, O53 1.362
50 O -4.698 -0.624 1.632  C49 1.359, C51 1.423
51 C -5.261 -1.614 2.485  O50 1.423, C52 1.497, H54 1.090, H55 1.094
52 C -5.595 -0.843 3.724  C51 1.497, O53 1.422, H56 1.094, H57 1.090
53 O -4.630 0.202 3.719  C49 1.362, C52 1.422
54 H -6.140 -2.067 2.027  C51 1.090
55 H -4.514 -2.392 2.664  C51 1.094
56 H -6.595 -0.401 3.685  C52 1.094
57 H -5.509 -1.448 4.627  C52 1.090
58 O 2.025 -0.235 -5.060  C59 1.200
59 C 1.818 0.363 -6.079  O58 1.200, O60 1.362, O63 1.360
60 O 1.438 -0.217 -7.252  C59 1.362, C61 1.422
61 C 1.078 0.835 -8.138  O60 1.422, C62 1.499, H64 1.091, H65 1.094
62 C 1.834 2.010 -7.594  C61 1.499, O63 1.420, H66 1.094, H67 1.091
63 O 1.935 1.711 -6.209  C59 1.360, C62 1.420
64 H 1.363 0.594 -9.163  C61 1.091
65 H -0.006 0.978 -8.095  C61 1.094
66 H 2.842 2.089 -8.013  C62 1.094
67 H 1.310 2.953 -7.751  C62 1.091
68 O -8.507 5.445 2.873  C69 1.197
69 C -7.395 5.008 2.806  O68 1.197, O70 1.362, O73 1.362
70 O -6.301 5.738 2.452  C69 1.362, C71 1.421
71 C -5.158 4.933 2.711  O70 1.421, C72 1.498, H74 1.091, H75 1.094
72 C -5.709 3.541 2.665  C71 1.498, O73 1.422, H76 1.094, H77 1.090
73 O -7.060 3.716 3.073  C69 1.362, C72 1.422
74 H -4.386 5.101 1.959  C71 1.091
75 H -4.759 5.193 3.696  C71 1.094
76 H -5.697 3.119 1.655  C72 1.094
77 H -5.184 2.863 3.338  C72 1.090
78 O 1.473 -7.041 -6.241  C79 1.199
79 C 1.672 -5.900 -5.929  O78 1.199, O80 1.361, O83 1.362
80 O 1.682 -5.446 -4.646  C79 1.361, C81 1.423
81 C 2.172 -4.110 -4.679  O80 1.423, C82 1.498, H84 1.090, H85 1.091
82 C 1.869 -3.675 -6.080  C81 1.498, O83 1.422, H86 1.094, H87 1.091
83 O 1.915 -4.893 -6.813  C79 1.362, C82 1.422
84 H 1.671 -3.493 -3.934  C81 1.090
85 H 3.242 -4.122 -4.468  C81 1.091
86 H 0.869 -3.241 -6.176  C82 1.094
87 H 2.602 -2.964 -6.462  C82 1.091
88 O 3.465 -3.759 -2.216  C89 1.198
89 C 4.196 -4.366 -1.486  O88 1.198, O90 1.361, O93 1.361
90 O 5.137 -5.254 -1.906  C89 1.361, C91 1.421
91 C 5.937 -5.581 -0.777  O90 1.421, C92 1.499, H94 1.091, H95 1.094
92 C 5.028 -5.285 0.377  C91 1.499, O93 1.421, H96 1.094, H97 1.091
93 O 4.191 -4.255 -0.130  C89 1.361, C92 1.421
94 H 6.245 -6.627 -0.809  C91 1.091
95 H 6.829 -4.947 -0.781  C91 1.094
96 H 4.406 -6.143 0.651  C92 1.094
97 H 5.571 -4.946 1.260  C92 1.091
98 O -7.329 -3.724 3.558  C99 1.199
99 C -7.737 -3.498 4.663  O98 1.199, O100 1.360, O103 1.362
100 O -9.046 -3.553 5.024  C99 1.360, C101 1.422
101 C -9.095 -3.450 6.441  O100 1.422, C102 1.499, H104 1.091, H105 1.094
102 C -7.810 -2.753 6.773  C101 1.499, O103 1.421, H106 1.094, H107 1.091
103 O -6.947 -3.154 5.717  C99 1.362, C102 1.421
104 H -9.971 -2.883 6.760  C101 1.091
105 H -9.148 -4.456 6.867  C101 1.094
106 H -7.908 -1.663 6.755  C102 1.094
107 H -7.408 -3.056 7.740  C102 1.091

## Properties
SMILES: C=CC[C@@]1(CCCCOC(C)=O)OC(=O)O[C@H]1CC(N)(N)N.O=C1OCCO1.O=C1OCCO1.O=C1OCCO1.O=C1OCCO1.O=C1OCCO1.O=C1OCCO1
LUMO energy: 0.220 eV
HOMO: -9.0 eV
gap between HOMO and LUMO: 9.239 eV

=====

(2)
A 9-piece molecular cluster, C19H59BClN3O11 overall. Source: the OMol25 dataset; level of theory: ωB97M-V/def2-TZVPD.

Last columns: bonded neighbours and bond lengths (Å).
Element x y z (Å)
1 O 2.097 -3.791 -4.200  H2 0.960, H3 0.960, H4 0.960
2 H 1.973 -3.034 -4.776  O1 0.960
3 H 1.251 -4.026 -3.813  O1 0.960
4 H 2.192 -4.615 -4.684  O1 0.960
5 O -1.535 1.807 -4.995  H6 0.960, H7 0.960, H8 0.960
6 H -1.031 1.178 -5.516  O5 0.960
7 H -1.108 2.657 -4.865  O5 0.960
8 H -1.728 1.418 -4.139  O5 0.960
9 Cl 0.067 0.051 -0.278  O10 1.364, O11 1.466, O12 1.420, O13 1.414
10 O 0.351 -0.800 0.749  Cl9 1.364
11 O -1.044 -0.481 -1.072  Cl9 1.466
12 O -0.140 1.424 0.023  Cl9 1.420
13 O 1.124 0.022 -1.216  Cl9 1.414
14 B 1.147 -0.610 -6.642  H15 1.079, H16 1.079, H17 1.079, H18 1.079
15 H 0.531 -0.128 -7.385  B14 1.079
16 H 1.779 -1.291 -7.192  B14 1.079
17 H 1.743 0.102 -6.092  B14 1.079
18 H 0.533 -1.162 -5.947  B14 1.079
19 C 0.415 0.251 6.631  O20 1.400, H21 1.090, H22 1.090, H23 1.090
20 O -0.202 -0.776 5.907  C19 1.400, H24 0.960
21 H 0.460 1.287 6.296  C19 1.090
22 H 0.019 0.371 7.640  C19 1.090
23 H 1.448 -0.094 6.659  C19 1.090
24 H -0.033 -0.633 4.973  O20 0.960
25 C 1.937 4.758 -3.869  O26 1.386, H27 1.090, H28 1.090, H29 1.090
26 O 1.168 4.618 -5.013  C25 1.386, H30 0.960
27 H 1.289 4.641 -3.000  C25 1.090
28 H 2.745 4.028 -3.838  C25 1.090
29 H 2.313 5.760 -3.662  C25 1.090
30 H 1.703 4.353 -5.764  O26 0.960
31 C -0.250 -7.883 -0.261  C32 1.620, H37 1.090, H38 1.090, H39 1.090
32 C -0.788 -7.822 -1.787  C31 1.620, C33 1.617, N36 1.467, H40 1.090
33 C -2.039 -8.835 -1.944  C32 1.617, O34 1.359, H41 1.090, H42 1.090
34 O -1.646 -10.099 -1.636  C33 1.359, C35 1.494
35 C -2.639 -11.213 -1.596  O34 1.494, H43 1.090, H44 1.090, H45 1.090
36 N -1.168 -6.440 -2.099  C32 1.467, H46 1.010, H47 1.010
37 H -0.104 -8.898 0.111  C31 1.090
38 H -0.939 -7.423 0.447  C31 1.090
39 H 0.635 -7.259 -0.137  C31 1.090
40 H 0.002 -8.194 -2.440  C32 1.090
41 H -2.526 -8.628 -2.896  C33 1.090
42 H -2.838 -8.605 -1.239  C33 1.090
43 H -2.262 -12.236 -1.601  C35 1.090
44 H -3.032 -11.073 -2.603  C35 1.090
45 H -3.416 -11.179 -0.832  C35 1.090
46 H -2.062 -6.605 -2.539  N36 1.010
47 H -1.362 -6.006 -1.208  N36 1.010
48 C -8.541 -1.227 -6.990  C49 1.569, H54 1.090, H55 1.090, H56 1.090
49 C -7.960 -0.199 -5.956  C48 1.569, C50 1.487, N53 1.484, H57 1.090
50 C -6.593 -0.433 -5.420  C49 1.487, O51 1.473, H58 1.090, H59 1.090
51 O -6.258 0.687 -4.524  C50 1.473, C52 1.390
52 C -6.769 0.553 -3.239  O51 1.390, H60 1.090, H61 1.090, H62 1.090
53 N -7.856 1.128 -6.612  C49 1.484, H63 1.010, H64 1.010
54 H -9.585 -1.090 -7.271  C48 1.090
55 H -8.317 -2.188 -6.526  C48 1.090
56 H -7.989 -1.229 -7.930  C48 1.090
57 H -8.683 -0.206 -5.140  C49 1.090
58 H -5.832 -0.663 -6.167  C50 1.090
59 H -6.544 -1.307 -4.771  C50 1.090
60 H -6.372 -0.309 -2.705  C52 1.090
61 H -7.842 0.399 -3.352  C52 1.090
62 H -6.653 1.513 -2.735  C52 1.090
63 H -7.324 1.683 -5.955  N53 1.010
64 H -8.727 1.639 -6.613  N53 1.010
65 C 5.324 5.708 7.378  C66 1.532, H76 1.090, H77 1.090, H78 1.090
66 C 4.107 4.851 7.016  C65 1.532, C67 1.572, N71 1.491, C75 1.566
67 C 3.006 5.568 6.152  C66 1.572, C68 1.521, H79 1.090, H80 1.090
68 C 3.317 5.757 4.676  C67 1.521, C69 1.511, H81 1.090, H82 1.090
69 C 3.573 4.371 4.131  C68 1.511, C70 1.614, H83 1.090, H84 1.090
70 C 4.793 3.626 4.879  C69 1.614, N71 1.453, C73 1.570, C74 1.593
71 N 4.578 3.620 6.316  C66 1.491, C70 1.453, O72 1.431
72 O 5.433 2.766 7.081  N71 1.431, H94 0.960
73 C 4.786 2.127 4.411  C70 1.570, H85 1.090, H86 1.090, H87 1.090
74 C 6.156 4.323 4.438  C70 1.593, H88 1.090, H89 1.090, H90 1.090
75 C 3.415 4.381 8.340  C66 1.566, H91 1.090, H92 1.090, H93 1.090
76 H 4.961 6.371 8.163  C65 1.090
77 H 5.708 6.290 6.540  C65 1.090
78 H 6.080 5.186 7.965  C65 1.090
79 H 2.045 5.135 6.429  C67 1.090
80 H 2.837 6.611 6.422  C67 1.090
81 H 4.188 6.386 4.487  C68 1.090
82 H 2.531 6.265 4.118  C68 1.090
83 H 3.850 4.410 3.077  C69 1.090
84 H 2.595 3.891 4.136  C69 1.090
85 H 4.662 1.991 3.337  C73 1.090
86 H 5.635 1.556 4.787  C73 1.090
87 H 3.877 1.622 4.739  C73 1.090
88 H 6.320 4.122 3.379  C74 1.090
89 H 6.143 5.413 4.428  C74 1.090
90 H 6.955 3.859 5.015  C74 1.090
91 H 3.273 5.316 8.882  C75 1.090
92 H 3.987 3.731 9.003  C75 1.090
93 H 2.569 3.708 8.202  C75 1.090
94 H 6.113 3.401 7.319  O72 0.960

## Properties
LUMO energy: -1.697 eV
HOMO: -7.7 eV
gap between HOMO and LUMO: 5.990 eV

=====

F_max: 5.41, 6.78 (eV Å⁻¹)